DFT (the ωB97M-V functional and the def2-TZVPD basis) results for a structure of composition C3H2I3N.

Computed properties:
total charge: 0
orbital gap (alpha / beta): 6.81 / 7.95 eV
electronic energy: -1063.1902 Ha
ΔE to the lowest compared entry with this formula, charge and spin: 66.10 kcal/mol
HOMO level (alpha / beta): -8.733 / -8.799 eV
LUMO level (alpha / beta): -1.92 / -0.85 eV

Geometry as XYZ:
```
9
Properties=species:S:1:pos:R:3:lowdin_charge:R:1
C -0.49999 0.92712 1.18060 -0.570
C 0.28364 -1.49085 -0.08627 -0.428
C -0.27156 1.36251 -0.10839 -1.330
N -0.77718 0.38285 2.17754 0.161
I 1.76928 -1.51173 -1.77094 0.548
I 1.54575 2.18043 -0.65247 0.839
I -2.07689 1.51772 -1.18946 0.834
H 0.77209 -1.66008 0.84500 -0.039
H -0.74514 -1.70798 -0.39560 -0.015
```



DFT (the ωB97M-V functional and the def2-TZVPD basis) results for a cluster of 2 separate species, C3H2IN in total.

Computed properties:
total charge: 0
orbital gap (alpha / beta): 5.30 / 5.31 eV
electronic energy: -467.6988 Ha
ΔE to the lowest compared entry with this formula, charge and spin: 132.52 kcal/mol
HOMO level (alpha / beta): -9.700 / -9.704 eV
LUMO level (alpha / beta): -4.40 / -4.40 eV

Geometry as XYZ:
```
7
Properties=species:S:1:pos:R:3:lowdin_charge:R:1
C -0.09163 -0.46690 -2.54471 -0.279
C 0.07427 -0.54263 0.56240 0.071
C 0.13999 0.62095 0.95070 -0.477
N -0.42762 -0.67031 -3.62077 -0.118
I 0.07009 1.06186 3.24095 0.700
H 0.16369 -1.59594 0.83513 0.084
H 0.07121 1.59296 0.57629 0.020
```



DFT (the ωB97M-V functional and the def2-TZVPD basis) results for the molecule C3H2INS.

Computed properties:
total charge: 0
orbital gap: 7.15 eV
electronic energy: -865.9707 Ha
ΔE to the lowest compared entry with this formula, charge and spin: 99.06 kcal/mol
HOMO level: -8.374 eV
LUMO level: -1.22 eV

Geometry as XYZ:
```
8
Properties=species:S:1:pos:R:3:lowdin_charge:R:1
C 0.18477 0.85841 0.78109 -0.587
C -0.90727 -1.37822 -0.37757 -0.615
C 0.99993 0.88907 -0.26824 -0.703
N -0.25044 -0.98434 -1.36458 0.040
S -0.92945 -0.47448 1.25203 0.799
I 2.17821 1.87195 -1.59698 0.887
H 0.41433 1.43420 1.75802 0.096
H -1.69008 -2.21658 -0.18378 0.082
```



- Among the records above, which one has the highest ΔE to the lowest compared entry with this formula, charge and spin?
  C3H2IN



- What is the formula in the third record?
  C3H2INS



- ΔE to the lowest compared entry with this formula, charge and spin of number 2 (C3H2IN)?
  132.52 kcal/mol